Entry 1:
The following is a DFT calculation (ωB97M-V with the def2-TZVPD basis set) of C30H47As3N3OsSe2 as an isolated structure in a non-equilibrium geometry.

The geometry in XYZ format:
```
86
Properties=species:S:1:pos:R:3:forces:R:3
Os 0.042 -0.013 1.052 2.4 1.2 2.4
Se 0.340 1.209 4.590 0.8 1.3 -0.3
Se -0.429 -1.403 4.929 -0.4 -0.1 -0.6
C 0.910 -1.787 3.637 1.5 -0.1 -0.6
C 1.693 -2.810 4.165 1.3 -0.8 -0.5
C 2.881 -3.276 3.559 0.5 1.1 -0.2
C 3.426 -2.452 2.569 -0.9 -0.2 -0.1
C 2.662 -1.376 2.101 -2.2 -0.3 -0.2
N 1.334 -1.103 2.499 1.9 -1.1 0.5
C -1.141 1.367 3.440 -1.1 -1.9 -1.0
C -2.279 1.980 3.905 -0.5 1.3 -0.2
C -3.556 1.603 3.466 0.6 0.8 -0.1
C -3.651 0.472 2.660 -2.1 -0.5 0.1
C -2.513 -0.186 2.269 -1.3 0.2 0.3
N -1.344 0.371 2.464 1.4 0.1 2.4
H 1.479 -3.252 5.115 -0.7 -0.4 0.3
H 3.438 -4.171 3.890 -0.6 0.6 0.0
H 4.334 -2.702 2.023 0.0 0.2 0.4
H 3.021 -0.832 1.209 -0.4 -0.1 0.7
H -2.116 2.858 4.541 -0.4 -0.6 0.2
H -4.371 2.255 3.806 0.0 -0.8 -0.3
H -4.607 0.029 2.280 0.7 0.6 0.9
H -2.558 -1.202 1.883 0.0 0.4 -0.7
C -3.052 2.135 -0.227 -0.4 0.2 1.4
As -1.165 1.412 -0.418 -2.6 0.3 -2.3
C -0.377 3.088 -0.946 2.2 0.1 1.1
C -1.411 0.625 -2.202 -0.1 -1.5 0.1
C -1.960 -0.861 -2.392 0.1 0.8 -0.6
C -3.408 -0.887 -1.864 0.3 -0.8 -0.2
C -1.065 -2.028 -1.858 -0.1 0.4 0.5
As -0.276 -2.062 0.007 -0.5 -2.2 -2.2
C 1.327 -3.058 -0.455 0.8 0.2 1.1
C -1.141 -3.597 0.962 0.4 -0.3 -1.0
C -2.031 -1.092 -3.940 1.6 -0.8 -0.7
As -2.891 -2.798 -4.648 0.4 0.0 -0.3
C -1.280 -3.373 -5.680 -0.9 -1.3 -0.8
C -3.797 -2.087 -6.285 0.1 -0.5 0.2
H -3.450 2.464 -1.194 0.6 -0.2 -0.1
H -3.078 3.069 0.427 0.2 -1.4 -0.6
H -3.784 1.375 0.157 0.8 0.8 -0.2
H -1.158 3.816 -1.126 0.0 0.0 -0.3
H 0.334 2.926 -1.803 -0.8 0.3 0.8
H 0.242 3.427 -0.047 -0.7 -0.1 -1.3
H -0.455 0.723 -2.700 0.2 0.1 -0.3
H -2.149 1.261 -2.681 0.1 0.2 -0.2
H -3.486 -0.518 -0.827 -0.1 -0.2 -0.3
H -3.764 -1.932 -1.942 -0.1 0.5 0.3
H -4.038 -0.291 -2.543 0.2 0.0 0.5
H -0.162 -2.175 -2.492 -0.6 0.2 0.3
H -1.655 -2.963 -1.893 0.3 0.3 -0.1
H 0.991 -3.679 -1.285 0.4 0.1 -0.2
H 1.479 -3.731 0.416 0.3 0.4 -0.6
H 2.232 -2.421 -0.635 -1.0 -0.8 -0.1
H -0.813 -3.695 1.983 -0.2 0.5 0.6
H -0.931 -4.616 0.527 0.2 1.3 -0.2
H -2.183 -3.413 0.806 -0.8 -0.1 0.6
H -1.000 -1.119 -4.437 -1.1 0.1 1.0
H -2.541 -0.319 -4.479 -0.5 0.8 0.1
H -0.512 -3.913 -5.057 -0.6 0.9 -0.7
H -0.936 -2.507 -6.300 0.1 -0.9 0.7
H -1.729 -4.159 -6.399 0.9 1.2 1.0
H -4.267 -2.916 -6.828 0.3 -0.1 0.3
H -3.023 -1.684 -6.947 -0.4 0.4 0.2
H -4.635 -1.422 -6.064 0.4 0.3 0.0
C 3.384 4.854 1.718 0.3 -0.6 -2.1
N 3.301 3.561 2.400 -1.0 0.4 -0.4
C 3.912 3.507 3.717 -1.1 0.8 0.3
C 2.379 2.514 1.951 -2.0 -0.5 1.5
C 2.559 1.867 0.618 -0.3 -0.7 -0.9
C 3.642 2.249 -0.131 0.5 0.0 -1.7
C 3.960 1.627 -1.358 1.7 1.0 -0.4
C 3.184 0.634 -1.859 -1.2 -1.1 0.4
C 2.064 0.228 -1.108 -1.5 0.7 -0.3
C 1.674 0.821 0.122 1.8 0.3 -0.7
H 3.008 4.873 0.606 0.3 -0.3 2.4
H 4.470 4.994 1.665 -0.1 0.7 0.0
H 2.923 5.634 2.331 0.0 -0.1 0.0
H 3.443 4.305 4.386 0.2 -1.0 -0.8
H 4.954 3.807 3.681 0.3 -0.2 -0.3
H 3.750 2.514 4.102 0.2 -0.1 0.4
H 1.299 2.922 2.061 1.5 -0.1 -0.2
H 2.370 1.677 2.677 0.3 0.7 0.1
H 4.223 3.135 0.099 0.2 -0.3 0.3
H 4.850 1.938 -1.972 -1.0 -0.1 1.0
H 3.360 0.149 -2.817 0.2 0.2 0.2
H 1.296 -0.397 -1.630 1.0 0.2 0.5
```
Forces are in eV/Å.

## Properties
energy: -12935.23733 Ha
E_HOMO (alpha / beta): -14.34 / -14.34 eV
E_LUMO (alpha / beta): -0.3471 / -0.3964 Eh
charge: +3
gap between HOMO and LUMO (alpha / beta): 4.9 / 3.6 eV
2S+1: 5



Entry 2:
The following is a DFT calculation (ωB97M-V with the def2-TZVPD basis set) of an isolated ion of composition C7H5O4 and charge -1 in a non-equilibrium geometry.

The geometry in XYZ format:
```
16
Properties=species:S:1:pos:R:3:forces:R:3
C -0.536 1.004 0.051 -0.6 0.3 0.1
C -1.327 -0.122 0.006 0.3 0.0 0.0
C 0.875 1.104 0.019 0.9 -0.5 0.0
C -1.041 -1.488 -0.093 -0.8 0.0 0.0
C 3.219 0.247 -0.031 0.8 0.4 -0.1
C 1.785 0.103 0.085 -2.4 -1.6 -0.1
C 0.180 -2.150 -0.026 1.8 0.7 -0.1
O 3.891 -0.929 0.047 -0.2 0.2 0.0
O 3.804 1.309 -0.174 -0.1 -0.5 0.1
O 1.411 -1.296 0.291 0.2 0.3 0.1
O 0.466 -3.319 -0.132 -0.1 0.6 0.2
H -1.064 1.953 0.083 0.0 -0.1 0.0
H -2.396 0.091 0.016 0.1 0.0 0.0
H 1.299 2.097 -0.077 0.1 0.0 0.0
H -1.887 -2.160 -0.181 0.1 0.0 0.0
H 3.181 -1.604 0.155 0.1 0.1 0.0
```
Forces are in eV/Å.

## Properties
energy: -570.74345 Ha
E_HOMO: -3.00 eV
E_LUMO: 0.1399 Eh
ΔE to the lowest compared entry with this formula, charge and spin: 24.20 kJ/mol
charge: -1
gap between HOMO and LUMO: 6.8 eV
structure (SMILES): O=C(O)C1=CC=CC=C([O-])O1
2S+1: 1



Entry 3:
The following is a DFT calculation (ωB97M-V with the def2-TZVPD basis set) of an isolated ion of composition C7H12N3 and charge +1 in a non-equilibrium geometry.

The geometry in XYZ format:
```
22
Properties=species:S:1:pos:R:3:forces:R:3
C -2.321 0.110 0.144 0.8 -1.6 -0.4
C -1.769 1.325 0.238 2.6 -3.6 -0.6
C -1.286 -1.001 0.222 -1.3 2.1 0.5
C -0.260 1.405 0.465 -2.4 -0.9 3.0
C 0.142 -0.827 -0.163 0.3 -0.3 0.8
C 0.788 -2.015 -0.857 1.4 -1.3 2.0
C 1.999 0.890 -0.475 1.3 2.3 0.6
N 0.006 0.489 1.704 0.6 1.4 -1.1
N -0.183 -0.797 1.247 0.4 -1.0 0.4
N 0.551 0.603 -0.485 -1.5 -0.2 -3.6
H -3.406 -0.175 0.047 1.4 0.6 0.2
H -2.252 2.189 0.240 -2.3 3.6 0.0
H -1.536 -2.025 0.329 -0.7 -0.6 -0.5
H -0.046 2.443 0.752 1.0 -0.5 -0.8
H 0.018 -2.688 -1.188 -0.5 -0.1 -0.2
H 1.416 -2.690 -0.132 -1.0 1.7 -1.1
H 1.390 -1.812 -1.720 0.4 0.5 -0.4
H 2.251 1.083 0.591 0.4 -1.3 -0.7
H 2.568 0.219 -1.117 -0.1 -0.6 0.8
H 2.306 1.898 -0.897 -1.4 -0.9 0.0
H -0.544 0.704 2.543 0.0 -0.1 -0.7
H 0.167 0.672 -1.488 0.6 0.6 1.7
```
Forces are in eV/Å.

## Properties
energy: -437.82118 Ha
E_HOMO: -13.28 eV
E_LUMO: -0.1114 Eh
ΔE to the lowest compared entry with this formula, charge and spin: 465.06 kJ/mol
charge: +1
gap between HOMO and LUMO: 10.2 eV
structure (SMILES): C[N@@H+]1[C@H]2C=C[C@@H]3N(N2)[C@@]31C
2S+1: 1



Entry 4:
The following is a DFT calculation (ωB97M-V with the def2-TZVPD basis set) of a single C23H30N4O4 molecule in a non-equilibrium geometry.

The geometry in XYZ format:
```
61
Properties=species:S:1:pos:R:3:forces:R:3
C 4.195 -2.093 2.832 -0.1 0.1 0.2
H 3.165 -1.776 2.638 0.0 0.0 0.0
O 4.754 -2.743 1.715 0.1 -0.1 -0.3
C 4.876 -2.049 0.553 0.0 0.1 -0.2
C 4.497 -0.725 0.378 0.0 -0.2 0.3
C 4.665 -0.104 -0.855 0.1 -0.1 -0.3
C 5.208 -0.807 -1.917 0.0 0.2 0.1
C 5.594 -2.128 -1.742 0.0 -0.1 0.1
C 5.430 -2.748 -0.523 0.0 0.0 0.1
H 5.722 -3.775 -0.371 0.0 -0.1 0.0
H 6.023 -2.676 -2.567 0.0 -0.1 -0.1
H 5.339 -0.325 -2.875 0.0 0.1 -0.1
C 4.211 1.325 -1.004 0.1 0.2 0.2
N 2.784 1.442 -0.751 0.2 -0.1 -0.2
C 2.354 2.031 0.380 -0.3 0.2 0.0
O 3.113 2.479 1.220 0.0 0.1 0.4
C 0.847 2.127 0.616 0.1 0.1 0.5
N 0.034 1.705 -0.492 0.4 -0.1 -0.2
C -1.204 2.146 -0.800 0.0 0.5 -0.1
O -1.840 1.669 -1.724 -0.3 -0.1 -0.1
C -1.802 3.254 0.062 -0.1 0.0 -0.2
H -1.130 4.109 0.138 0.0 0.0 0.0
C -2.166 2.718 1.465 -0.2 -0.1 -0.2
C -2.415 1.259 1.359 0.4 -0.2 0.7
N -1.584 0.311 1.641 0.3 1.3 0.4
N -2.171 -0.850 1.272 -0.7 -1.1 -0.4
C -3.329 -0.550 0.784 0.4 -0.6 0.2
O -3.553 0.783 0.820 -0.2 0.1 -0.1
C -4.334 -1.470 0.206 -0.2 0.5 -0.1
C -5.677 -1.330 0.932 0.0 -0.4 0.1
C -6.710 -2.265 0.312 -0.1 0.3 0.0
C -6.881 -1.966 -1.174 0.1 -0.3 0.0
C -5.545 -2.095 -1.900 -0.1 0.3 0.0
C -4.510 -1.160 -1.287 0.1 -0.4 -0.1
H -4.833 -0.123 -1.400 0.0 0.1 0.0
H -3.551 -1.265 -1.798 0.0 0.1 0.0
H -5.670 -1.857 -2.958 0.0 -0.1 0.0
H -5.190 -3.126 -1.828 0.0 -0.1 -0.1
H -7.609 -2.653 -1.610 -0.1 0.1 0.0
H -7.263 -0.950 -1.298 -0.1 0.1 0.0
H -7.665 -2.149 0.829 0.0 -0.1 0.0
H -6.384 -3.299 0.440 0.0 -0.1 0.0
H -6.021 -0.297 0.849 0.0 0.1 0.0
H -5.548 -1.562 1.991 0.0 0.1 0.0
H -3.949 -2.486 0.329 0.0 0.1 0.0
H -3.060 3.220 1.835 0.1 0.0 0.1
H -1.353 2.867 2.174 -0.1 -0.1 0.0
H -2.709 3.572 -0.454 0.2 0.0 0.0
C 0.559 0.532 -1.154 0.1 -0.1 -0.4
C 1.908 0.886 -1.759 -0.4 -0.1 -0.1
H 2.382 -0.010 -2.169 0.0 0.0 0.0
H 1.771 1.613 -2.571 0.0 -0.1 0.0
H -0.148 0.230 -1.928 0.1 0.0 0.1
H 0.666 -0.276 -0.421 0.0 0.0 0.0
H 0.650 3.167 0.877 0.1 -0.1 0.0
H 0.628 1.507 1.499 0.1 0.1 -0.1
H 4.425 1.697 -2.010 0.0 0.0 0.1
H 4.712 1.959 -0.268 0.0 0.0 -0.2
H 4.075 -0.149 1.187 -0.1 0.1 0.2
H 4.791 -1.226 3.132 0.0 0.0 0.0
H 4.200 -2.829 3.633 0.0 0.1 0.0
```
Forces are in eV/Å.

## Properties
energy: -1414.45093 Ha
E_HOMO: -8.56 eV
E_LUMO: 0.0253 Eh
ΔE to the lowest compared entry with this formula, charge and spin: 77.19 kJ/mol
gap between HOMO and LUMO: 9.2 eV
structure (SMILES): COc1cccc(CN2CCN(C(=O)CCc3nnc(C4CCCCC4)o3)CC2=O)c1
2S+1: 1



Entry 5:
The following is a DFT calculation (ωB97M-V with the def2-TZVPD basis set) of a 2-piece molecular cluster, C6H11S overall.

The geometry in XYZ format:
```
18
Properties=species:S:1:pos:R:3:forces:R:3
C 1.716 -0.883 -2.681 0.1 -0.1 0.0
C 0.876 -0.293 -1.544 0.5 0.1 -0.3
S 1.721 1.055 -0.657 0.3 0.0 -0.3
H 2.690 -1.188 -2.292 0.0 0.0 0.0
H 1.888 -0.147 -3.468 0.0 0.1 0.1
H 1.244 -1.761 -3.147 -0.1 0.0 0.1
H 0.678 -1.107 -0.839 -0.4 0.0 0.0
H -0.049 0.075 -2.001 -0.2 -0.2 0.3
C -1.237 -1.292 2.317 0.0 0.0 0.0
C -1.092 0.029 2.243 -1.0 0.1 0.1
C -1.179 0.816 1.020 0.3 0.1 0.0
C -0.966 2.126 1.018 0.2 0.5 0.4
H -1.478 -1.882 1.441 0.1 0.0 -0.1
H -1.105 -1.823 3.251 0.0 0.0 0.0
H -0.931 0.605 3.151 0.2 -0.1 0.0
H -1.217 0.290 0.074 0.2 -0.1 0.0
H -0.588 2.680 0.169 -0.6 -0.2 -0.4
H -0.970 2.700 1.944 0.2 -0.3 0.1
```
Forces are in eV/Å.

## Properties
energy: -633.36335 Ha
E_HOMO: -2.18 eV
E_LUMO: 0.1417 Eh
ΔE to the lowest compared entry with this formula, charge and spin: 45.55 kJ/mol
charge: -1
gap between HOMO and LUMO: 6.0 eV
2S+1: 1



Entry 6:
The following is a DFT calculation (ωB97M-V with the def2-TZVPD basis set) of a single C3H8N2O molecule in a non-equilibrium geometry.

The geometry in XYZ format:
```
14
Properties=species:S:1:pos:R:3:forces:R:3
O 0.746 -0.681 1.091 0.7 0.0 0.7
C -0.234 -0.767 0.403 -0.6 -0.4 -1.4
N -0.376 -0.009 -0.757 -0.3 -0.6 0.3
C 0.623 0.954 -1.149 0.8 1.4 1.2
N 0.883 1.972 -0.109 0.7 -0.8 -0.9
C -1.451 -1.653 0.637 -0.5 0.3 -0.7
H -1.173 -0.150 -1.353 0.0 -0.1 0.2
H 1.594 0.467 -1.333 -0.4 0.1 0.0
H 0.345 1.532 -2.023 -0.4 -0.5 -0.4
H 0.091 2.553 0.117 -0.2 -0.3 0.1
H 1.251 1.448 0.671 -0.2 0.4 0.5
H -1.521 -2.409 1.411 0.7 0.6 0.7
H -2.228 -0.887 0.744 -0.4 -0.6 0.1
H -1.648 -2.268 -0.244 -0.1 0.5 -0.4
```
Forces are in eV/Å.

## Properties
energy: -303.86498 Ha
E_HOMO: -9.19 eV
E_LUMO: 0.0300 Eh
ΔE to the lowest compared entry with this formula, charge and spin: 71.29 kJ/mol
gap between HOMO and LUMO: 10.0 eV
structure (SMILES): CC(=O)NCN
2S+1: 1



Entry 7:
The following is a DFT calculation (ωB97M-V with the def2-TZVPD basis set) of C5H9NO2 as an isolated structure in a non-equilibrium geometry.

The geometry in XYZ format:
```
17
Properties=species:S:1:pos:R:3:forces:R:3
C -1.300 0.662 -0.510 1.3 0.5 -0.7
C 2.744 0.234 -0.493 -0.2 0.0 -0.1
N 1.293 0.144 -0.282 0.2 -0.5 0.5
C 0.554 0.910 -0.991 -1.0 0.0 0.0
C -1.694 -0.167 0.524 0.2 -0.9 0.5
C -2.599 -0.569 1.371 0.2 0.0 0.1
O -0.182 -1.383 1.063 -0.3 0.7 -0.2
O 0.607 1.735 -1.857 0.1 -0.1 0.2
H -0.331 -2.192 0.559 0.0 0.1 -0.1
H 0.614 -0.816 0.545 -0.3 0.2 -0.2
H -1.428 1.713 -0.269 -0.2 0.0 0.0
H -1.662 0.383 -1.496 0.0 0.0 0.1
H 3.229 -0.525 0.120 0.0 0.1 0.0
H 3.012 0.056 -1.537 0.0 0.0 0.0
H 3.124 1.219 -0.208 0.0 -0.1 0.0
H -2.375 -1.234 2.193 -0.1 -0.1 -0.2
H -3.605 -0.170 1.268 0.2 0.1 0.0
```
Forces are in eV/Å.

## Properties
energy: -401.01767 Ha
E_HOMO: -9.21 eV
E_LUMO: -0.0032 Eh
ΔE to the lowest compared entry with this formula, charge and spin: 417.70 kJ/mol
gap between HOMO and LUMO: 9.1 eV
2S+1: 1



Entry 8:
The following is a DFT calculation (ωB97M-V with the def2-TZVPD basis set) of a single C5H3NO2 molecule in a non-equilibrium geometry.

The geometry in XYZ format:
```
11
Properties=species:S:1:pos:R:3:forces:R:3
C -1.203 0.585 -0.484 2.3 -2.4 3.7
C -0.786 0.450 0.762 -0.3 -1.0 -1.7
C 0.401 0.747 1.556 0.8 1.7 1.3
C 1.207 -0.609 -0.213 -1.7 -1.3 -1.1
C -0.434 -0.667 -0.268 0.5 -0.7 0.2
N 1.480 0.136 0.888 -0.9 1.2 1.2
O 0.573 1.496 2.497 -0.4 -1.0 -1.0
O 2.046 -1.182 -0.852 -0.4 0.1 -0.3
H -1.786 1.076 -1.123 -1.8 2.2 -2.6
H -0.997 -1.673 -0.294 1.4 1.5 0.2
H 2.337 0.630 1.032 0.7 -0.3 0.0
```
Forces are in eV/Å.

## Properties
energy: -397.45053 Ha
E_HOMO: -9.64 eV
E_LUMO: -0.0231 Eh
ΔE to the lowest compared entry with this formula, charge and spin: 215.60 kJ/mol
gap between HOMO and LUMO: 9.0 eV
structure (SMILES): O=C1NC(=O)[C@@H]2C=C12
2S+1: 1